1.
Density functional theory data (ωB97M-V/def2-TZVPD) for a cluster of 5 separate species, C20H31F12N3O9P in total.

Geometry (Å):
C: -2.874 -0.910 5.001
P: -2.393 -0.436 3.307
O: -1.135 0.598 3.577
C: -1.477 -1.937 2.705
C: -2.203 -2.826 1.694
N: -1.270 -4.004 1.658
C: -0.580 -3.976 2.806
N: 0.482 -4.744 3.057
N: -1.028 -3.007 3.713
H: -2.241 -0.364 5.700
H: -2.745 -1.968 5.226
H: -3.903 -0.613 5.171
H: -0.358 0.099 3.851
H: -0.573 -1.603 2.191
H: -2.379 -2.438 0.695
H: -3.171 -3.166 2.067
H: -0.705 -4.058 0.817
H: 0.489 -5.731 2.864
H: 1.247 -4.336 3.567
H: -1.898 -3.362 4.112
C: 2.578 1.391 1.869
C: 1.245 1.881 1.342
O: 1.187 3.317 1.318
C: 1.740 3.887 0.259
O: 2.299 3.332 -0.636
C: 1.473 5.407 0.306
F: 1.701 5.895 1.524
F: 0.185 5.610 0.011
F: 2.225 6.051 -0.561
H: 2.778 1.817 2.852
H: 2.572 0.303 1.953
H: 3.394 1.677 1.207
H: 0.429 1.575 1.993
H: 1.043 1.492 0.344
C: 1.915 2.343 -4.063
C: 2.900 1.991 -5.153
O: 3.713 0.862 -4.754
C: 3.161 -0.326 -4.853
O: 2.054 -0.600 -5.215
C: 4.174 -1.403 -4.410
F: 4.828 -1.036 -3.310
F: 5.059 -1.628 -5.376
F: 3.528 -2.534 -4.143
H: 2.427 2.514 -3.117
H: 1.364 3.244 -4.330
H: 1.200 1.533 -3.917
H: 3.611 2.794 -5.330
H: 2.397 1.770 -6.093
C: -2.866 6.399 2.301
C: -1.745 5.724 3.057
O: -2.212 5.168 4.308
C: -2.773 3.980 4.244
O: -2.942 3.294 3.280
C: -3.165 3.524 5.665
F: -3.750 4.495 6.351
F: -2.067 3.135 6.326
F: -3.994 2.489 5.599
H: -3.337 7.162 2.920
H: -2.472 6.871 1.402
H: -3.631 5.681 2.009
H: -0.975 6.438 3.336
H: -1.278 4.936 2.468
C: 0.719 -3.803 -6.025
C: 0.928 -4.295 -4.612
O: -0.235 -4.997 -4.115
C: -0.344 -6.268 -4.463
O: 0.404 -6.908 -5.135
C: -1.605 -6.867 -3.804
F: -2.648 -6.046 -3.911
F: -1.368 -7.065 -2.497
F: -1.913 -8.025 -4.354
H: -0.177 -3.187 -6.084
H: 1.573 -3.205 -6.337
H: 0.605 -4.638 -6.716
H: 1.060 -3.459 -3.929
H: 1.803 -4.938 -4.535

The calculation puts the HOMO-LUMO gap at 0.2987 Ha. As for the charge: +1. The value obtained for the HOMO energy is -12.38 eV. The energy is -86034.380 eV. The value obtained for the LUMO energy is -0.15631 Ha.



2.
Density functional theory data (ωB97M-V/def2-TZVPD) for an isolated molecule of C20H31N5O4.

Geometry (Å):
C: -4.193 7.109 -2.817
C: -3.485 5.769 -2.652
C: -4.104 4.722 -3.573
C: -3.568 5.264 -1.210
N: -2.787 6.013 -0.251
N: -1.393 6.016 -0.349
C: -0.954 7.058 0.454
C: 0.515 7.253 0.680
C: 0.784 8.752 0.695
O: 0.775 9.395 1.728
N: 0.950 9.322 -0.521
C: 0.523 8.822 -1.842
C: -0.051 10.221 -2.158
C: -1.577 10.300 -2.193
N: -2.161 10.334 -3.534
C: -3.043 11.453 -3.825
C: -2.000 9.252 -4.328
O: -1.298 8.315 -3.950
C: -2.702 9.274 -5.674
C: -2.596 8.091 -6.638
O: -3.153 8.183 -7.716
N: -1.897 7.010 -6.239
C: -1.678 5.902 -7.116
C: -1.629 4.539 -6.498
C: -2.798 4.941 -7.355
C: 0.557 10.704 -0.816
C: -1.996 7.794 0.884
C: -3.220 7.159 0.402
O: -4.387 7.503 0.480
H: -5.246 7.025 -2.536
H: -3.751 7.886 -2.192
H: -4.144 7.431 -3.860
H: -2.429 5.895 -2.910
H: -5.149 4.544 -3.307
H: -4.081 5.057 -4.611
H: -3.576 3.768 -3.515
H: -4.597 5.316 -0.849
H: -3.253 4.217 -1.161
H: -0.985 5.106 -0.161
H: 0.813 6.852 1.648
H: 1.083 6.751 -0.105
H: 1.364 8.523 -2.468
H: -0.216 8.025 -1.821
H: 0.368 10.698 -3.042
H: -2.000 9.464 -1.624
H: -1.900 11.217 -1.700
H: -3.273 11.514 -4.883
H: -3.980 11.371 -3.269
H: -2.551 12.383 -3.538
H: -3.771 9.435 -5.523
H: -2.356 10.138 -6.246
H: -1.410 7.087 -5.353
H: -1.018 6.106 -7.951
H: -0.916 3.829 -6.892
H: -1.789 4.481 -5.429
H: -3.736 5.160 -6.865
H: -2.888 4.512 -8.342
H: -0.145 11.103 -0.081
H: 1.405 11.384 -0.908
H: -1.955 8.699 1.465

The calculation puts the HOMO-LUMO gap at 0.3366 Ha. For the energy relative to the best compared isomer or geometry (same formula, charge and spin), the calculation gives 1.270 eV. The value obtained for the HOMO energy is -8.65 eV. The energy is -36883.356 eV. The value obtained for the LUMO energy is 0.01862 Ha.



3.
Density functional theory data (ωB97M-V/def2-TZVPD) for an isolated molecule of C20H31N5O4.

Geometry (Å):
C: 2.779 1.766 -1.675
C: 3.541 0.558 -2.210
C: 2.581 -0.416 -2.890
C: 4.373 -0.142 -1.127
N: 3.682 -0.460 0.102
N: 3.461 0.514 1.079
C: 2.650 -0.086 2.034
C: 2.342 0.664 3.291
C: 1.424 -0.152 4.187
O: 1.832 -0.797 5.135
N: 0.128 -0.134 3.828
C: -0.627 0.454 2.719
C: -1.837 -0.420 3.151
C: -2.284 -1.480 2.157
N: -3.292 -1.011 1.212
C: -4.672 -1.261 1.587
C: -2.884 -0.413 0.065
O: -1.692 -0.187 -0.124
C: -3.968 -0.046 -0.933
C: -3.596 0.480 -2.319
O: -4.467 0.523 -3.171
N: -2.339 0.921 -2.504
C: -1.914 1.430 -3.772
C: -0.456 1.684 -3.957
C: -1.125 0.555 -4.701
C: -0.965 -0.964 4.312
C: 2.250 -1.300 1.617
C: 2.905 -1.577 0.339
O: 2.825 -2.533 -0.415
H: 2.007 1.454 -0.969
H: 3.435 2.472 -1.160
H: 2.294 2.298 -2.495
H: 4.267 0.904 -2.954
H: 1.831 -0.780 -2.185
H: 2.065 0.071 -3.720
H: 3.107 -1.289 -3.276
H: 4.753 -1.091 -1.506
H: 5.235 0.479 -0.863
H: 4.322 0.922 1.427
H: 3.257 0.854 3.853
H: 1.888 1.626 3.040
H: -0.776 1.531 2.816
H: -0.237 0.221 1.729
H: -2.694 0.161 3.493
H: -1.425 -1.857 1.600
H: -2.726 -2.319 2.699
H: -5.362 -0.691 0.975
H: -4.917 -2.322 1.498
H: -4.824 -0.961 2.626
H: -4.616 -0.904 -1.113
H: -4.609 0.723 -0.493
H: -1.677 0.745 -1.758
H: -2.622 2.115 -4.216
H: -0.154 2.566 -4.504
H: 0.196 1.414 -3.136
H: -0.915 -0.450 -4.363
H: -1.293 0.663 -5.763
H: -0.743 -2.034 4.266
H: -1.301 -0.718 5.320
H: 1.575 -1.975 2.113

The calculation puts the HOMO-LUMO gap at 0.3273 Ha. For the energy relative to the best compared isomer or geometry (same formula, charge and spin), the calculation gives 1.456 eV. The value obtained for the HOMO energy is -8.50 eV. The energy is -36883.169 eV. The value obtained for the LUMO energy is 0.01482 Ha.



4.
Density functional theory data (ωB97M-V/def2-TZVPD) for an isolated molecule of C20H31N5O4.

Geometry (Å):
C: 1.959 -1.475 3.300
C: 1.098 -0.552 2.444
C: 1.931 0.561 1.818
C: -0.064 -0.018 3.278
N: -1.080 0.688 2.522
N: -0.902 2.038 2.204
C: -1.801 2.312 1.180
C: -1.960 3.733 0.741
C: -2.226 3.863 -0.753
O: -3.303 4.221 -1.194
N: -1.177 3.584 -1.553
C: 0.083 2.856 -1.359
C: 0.069 2.537 -2.876
C: -0.240 1.084 -3.191
N: 0.822 0.164 -2.804
C: 1.941 0.014 -3.719
C: 0.648 -0.605 -1.695
O: -0.303 -0.423 -0.944
C: 1.695 -1.664 -1.432
C: 1.394 -2.814 -0.468
O: 2.306 -3.586 -0.218
N: 0.151 -2.942 0.031
C: -0.119 -3.969 0.995
C: -1.548 -4.294 1.262
C: -0.680 -5.278 0.521
C: -1.186 3.438 -3.004
C: -2.373 1.179 0.739
C: -1.875 0.081 1.563
O: -2.038 -1.127 1.487
H: 2.438 -0.922 4.113
H: 1.362 -2.275 3.742
H: 2.742 -1.938 2.699
H: 0.649 -1.143 1.644
H: 2.351 1.217 2.587
H: 2.768 0.137 1.258
H: 1.338 1.174 1.139
H: -0.574 -0.852 3.760
H: 0.295 0.653 4.065
H: -0.972 2.640 3.019
H: -2.806 4.196 1.247
H: -1.054 4.289 0.997
H: 0.902 3.501 -1.032
H: 0.007 1.985 -0.708
H: 0.944 2.888 -3.422
H: -1.142 0.786 -2.658
H: -0.424 0.968 -4.263
H: 2.876 -0.136 -3.183
H: 1.796 -0.817 -4.415
H: 2.040 0.929 -4.300
H: 2.011 -2.143 -2.359
H: 2.588 -1.172 -1.037
H: -0.483 -2.152 -0.030
H: 0.589 -4.002 1.815
H: -1.829 -4.515 2.281
H: -2.286 -3.737 0.702
H: -0.834 -5.380 -0.544
H: -0.361 -6.177 1.029
H: -2.083 2.950 -3.390
H: -1.039 4.382 -3.529
H: -3.035 1.062 -0.102

The calculation puts the HOMO-LUMO gap at 0.3299 Ha. For the energy relative to the best compared isomer or geometry (same formula, charge and spin), the calculation gives 1.117 eV. The value obtained for the HOMO energy is -8.57 eV. The energy is -36883.509 eV. The value obtained for the LUMO energy is 0.01490 Ha.